1.
A structure of composition C30H40Cl2F10N3PtSi at a distorted geometry, computed with ωB97M-V/def2-TZVPD.

Last column: Mulliken charge in e.
CARTESIAN COORDINATES (ANGSTROEM)
Pt (0.1145, -0.1747, 0.3367)  2.478
C (1.5312, 2.4207, -2.3076)  -0.779
N (1.6584, 1.4264, -1.2617)  0.982
C (2.2546, 1.9488, -0.0475)  -0.120
C (1.2743, 2.7037, 0.8356)  -1.406
N (0.0147, 1.9749, 1.0206)  -0.339
C (-1.1186, 2.7458, 1.0351)  0.018
C (-1.3645, 3.8983, 0.2612)  0.379
F (-0.4577, 4.3405, -0.6401)  -0.395
C (-2.5406, 4.6308, 0.3005)  0.006
F (-2.6744, 5.6980, -0.5044)  -0.334
C (-3.5826, 4.2702, 1.1183)  0.594
F (-4.7353, 4.9607, 1.1357)  -0.340
C (-3.3885, 3.1716, 1.9283)  0.251
F (-4.3566, 2.8057, 2.7900)  -0.397
C (-2.2026, 2.4732, 1.9031)  -0.306
F (-2.0698, 1.5261, 2.8379)  -0.315
C (2.2909, 0.1942, -1.7013)  -0.274
C (1.3111, -0.7735, -2.3571)  -1.214
N (0.0739, -0.9578, -1.5874)  0.027
C (-1.1098, -0.9989, -2.2953)  0.056
C (-1.4199, -0.2444, -3.4408)  0.103
F (-0.5489, 0.6596, -3.9338)  -0.367
C (-2.6300, -0.3114, -4.1138)  -0.032
F (-2.8322, 0.4758, -5.1822)  -0.335
C (-3.6317, -1.1480, -3.6919)  0.786
F (-4.8116, -1.2019, -4.3286)  -0.340
C (-3.3787, -1.9318, -2.5867)  0.152
F (-4.3202, -2.7836, -2.1525)  -0.379
C (-2.1639, -1.8728, -1.9430)  -0.460
F (-2.0019, -2.7233, -0.9275)  -0.150
H (2.5175, 2.8175, -2.6147)  0.257
H (0.9179, 3.2526, -1.9639)  0.048
H (1.0488, 1.9867, -3.1806)  0.232
H (3.1434, 2.5716, -0.2538)  0.413
H (2.5633, 1.0982, 0.5395)  -0.680
H (1.1217, 3.7146, 0.4615)  0.817
H (1.7694, 2.8142, 1.8126)  0.283
H (2.6608, -0.3093, -0.8161)  -0.720
H (3.1474, 0.3810, -2.3719)  0.422
H (1.8295, -1.7440, -2.4384)  0.243
H (1.1090, -0.4548, -3.3765)  0.723
C (-1.0698, -3.5584, 1.5452)  -2.271
C (0.4321, -3.5771, 1.2129)  3.327
C (1.0489, -4.7799, 1.9484)  -1.901
C (0.5700, -3.8618, -0.2961)  -1.756
Si (1.1507, -1.8287, 1.6537)  -2.596
C (3.1157, -2.0047, 1.6266)  3.280
C (3.9162, -0.6873, 1.6174)  -1.939
C (3.6183, -2.7881, 0.4021)  -1.952
C (3.5826, -2.7601, 2.8846)  -2.231
C (0.6238, -1.3313, 3.4560)  2.845
C (1.4184, -0.0883, 3.8947)  -1.934
C (-0.8565, -0.9239, 3.4405)  -1.937
C (0.7597, -2.4137, 4.5376)  -1.768
H (-1.5448, -4.4605, 1.1341)  0.706
H (-1.5742, -2.6922, 1.1140)  0.156
H (-1.2472, -3.5562, 2.6228)  0.405
H (0.4768, -5.6794, 1.6809)  0.565
H (1.0127, -4.6836, 3.0345)  0.305
H (2.0847, -4.9638, 1.6608)  0.320
H (0.0100, -4.7778, -0.5377)  0.658
H (1.6018, -4.0246, -0.5988)  0.325
H (0.1724, -3.0548, -0.8975)  0.107
H (3.9754, -0.2579, 0.6235)  0.517
H (4.9498, -0.9045, 1.9240)  0.624
H (3.5266, 0.0733, 2.2945)  0.176
H (3.2746, -2.3590, -0.5424)  0.162
H (3.3162, -3.8328, 0.4234)  0.487
H (4.7177, -2.7672, 0.3974)  0.576
H (3.5495, -2.1223, 3.7689)  0.393
H (4.6291, -3.0622, 2.7389)  0.620
H (3.0058, -3.6571, 3.0976)  0.314
H (1.3342, 0.7205, 3.1590)  0.107
H (2.4765, -0.3019, 4.0603)  0.350
H (1.0075, 0.2875, 4.8419)  0.566
H (-1.0818, -0.2498, 2.6257)  -0.112
H (-1.1030, -0.4046, 4.3780)  0.558
H (-1.5224, -1.7813, 3.3508)  0.273
H (1.7873, -2.7203, 4.7253)  0.261
H (0.1777, -3.3044, 4.2950)  0.276
H (0.3593, -2.0145, 5.4807)  0.582
Cl (-4.5098, -1.5990, 2.1975)  -0.172
C (-4.5374, -0.2757, 1.0167)  -0.463
Cl (-2.9610, 0.0031, 0.2667)  0.024
H (-4.8273, 0.6300, 1.5332)  0.156
H (-5.2378, -0.5412, 0.2360)  0.420

Output
- E_LUMO (eV) = 2.46
- charge = -1
- electronic energy (eV) = -99572.3160
- HOMO-LUMO gap (eV) = 6.63

2.
A structure of composition C30H40F3N2O2RuS4Si at a distorted geometry, computed with ωB97M-V/def2-TZVPD.

Last column: Mulliken charge in e.
CARTESIAN COORDINATES (ANGSTROEM)
Ru (0.2481, 0.0528, -0.7545)  0.393
C (-0.1301, -0.3058, -4.4808)  -0.723
C (1.3540, -0.0177, -4.3790)  -0.927
S (1.8127, 0.9535, -2.8889)  0.198
C (3.5490, 0.3897, -2.7036)  -0.535
C (4.0714, 0.6763, -1.3105)  -1.061
S (3.0600, -0.0118, 0.0551)  0.224
C (3.6026, -1.7594, 0.1485)  -0.819
C (3.0740, -2.6980, -0.9181)  -1.060
S (1.2389, -2.6687, -1.0157)  0.383
C (1.0065, -3.2288, -2.7522)  -0.835
C (-0.3905, -2.8957, -3.2348)  -1.101
S (-0.8883, -1.1414, -3.0511)  0.334
H (-0.3351, -0.9102, -5.3654)  0.696
H (-0.6998, 0.6191, -4.5551)  0.048
H (1.6597, 0.5754, -5.2416)  0.573
H (1.9415, -0.9324, -4.3652)  0.423
H (4.1524, 0.9292, -3.4353)  0.507
H (3.5914, -0.6736, -2.9317)  0.130
H (4.0812, 1.7494, -1.1153)  0.452
H (5.0824, 0.2824, -1.2013)  0.544
H (3.2658, -2.0788, 1.1347)  0.124
H (4.6925, -1.7575, 0.1381)  0.624
H (3.3588, -3.7211, -0.6657)  0.575
H (3.4712, -2.4616, -1.9042)  0.479
H (1.1465, -4.3108, -2.7707)  0.538
H (1.7783, -2.7677, -3.3663)  0.285
H (-1.1306, -3.4358, -2.6440)  0.477
H (-0.5137, -3.1697, -4.2824)  0.506
C (-0.4127, -5.4395, 1.9167)  -0.698
C (-1.5759, -4.7416, 1.6341)  -0.896
C (-1.5594, -3.3593, 1.5510)  -0.345
C (-0.3817, -2.6506, 1.7794)  0.886
C (0.7791, -3.3685, 2.0582)  -0.001
C (0.7696, -4.7491, 2.1294)  -0.948
Si (-0.4034, -0.7259, 1.7557)  1.293
C (0.1569, -0.0324, 3.4480)  0.774
C (0.9861, -0.7547, 4.3071)  -0.703
C (1.3934, -0.2271, 5.5194)  -0.824
C (0.9912, 1.0426, 5.9036)  -0.603
C (0.1562, 1.7711, 5.0710)  -0.852
C (-0.2496, 1.2387, 3.8625)  0.355
C (-2.2249, -0.2002, 1.3592)  0.591
C (-2.6541, -0.1868, 0.0346)  0.494
C (-3.9799, 0.0315, -0.2940)  -0.829
C (-4.9032, 0.2488, 0.7182)  -0.748
C (-4.4884, 0.2578, 2.0389)  -0.736
C (-3.1584, 0.0378, 2.3624)  -0.453
H (-0.4287, -6.5181, 1.9674)  0.432
H (-2.5018, -5.2735, 1.4686)  0.462
H (-2.4710, -2.8245, 1.3285)  0.487
H (1.7023, -2.8364, 2.2301)  0.026
H (1.6836, -5.2827, 2.3467)  0.484
H (1.2930, -1.7559, 4.0482)  0.402
H (2.0263, -0.8096, 6.1718)  0.455
H (1.3168, 1.4542, 6.8472)  0.419
H (-0.1808, 2.7534, 5.3689)  0.460
H (-0.9245, 1.8071, 3.2408)  0.127
H (-1.9322, -0.3951, -0.7742)  -0.799
H (-4.2944, 0.0189, -1.3260)  0.527
H (-5.9426, 0.4015, 0.4709)  0.419
H (-5.2085, 0.4280, 2.8248)  0.439
H (-2.8506, 0.0292, 3.3959)  0.524
F (-2.4516, 4.3033, -3.1815)  -0.286
C (-1.5321, 3.4669, -3.7154)  0.879
F (-2.1769, 2.5074, -4.3751)  -0.224
F (-0.8141, 4.1639, -4.5927)  -0.258
C (-0.6569, 2.9009, -2.5403)  -0.056
O (0.0817, 3.7355, -1.9858)  -0.908
O (-0.8380, 1.7163, -2.2562)  -0.308
N (-0.9771, 5.3681, -0.2747)  -0.074
C (-0.9325, 4.5968, 0.9958)  -1.133
C (-1.0643, 3.0794, 0.7449)  -0.346
N (0.1868, 2.3853, 0.4618)  -0.170
H (-0.5691, 6.3007, -0.1761)  0.382
H (-1.9413, 5.4722, -0.6081)  0.400
H (-0.4489, 4.8210, -1.0411)  0.192
H (-1.7478, 4.9364, 1.6358)  0.421
H (0.0153, 4.8054, 1.4988)  0.367
H (-1.7497, 2.9074, -0.0858)  0.293
H (-1.5220, 2.6227, 1.6221)  0.092
H (0.7924, 2.3861, 1.2788)  0.263
H (0.6691, 2.8517, -0.3120)  0.401

Output
- E_LUMO (alpha / beta) (eV) = -7.16 / -6.21
- charge = +2
- electronic energy (eV) = -100773.4650
- spin multiplicity = 2
- HOMO-LUMO gap (alpha / beta) (eV) = 6.10 / 6.82